(1)
# C43H35BBr2ClF22OP

A cluster of 6 separate species, C43H35BBr2ClF22OP in total in a non-equilibrium geometry (ωB97M-V/def2-TZVPD, the Open Molecules 2025 dataset).

Geometry as XYZ:
```
106
C43H35BBr2ClF22OP (ωB97M-V/def2-TZVPD)
C -0.927 -5.227 1.965
C 0.633 -5.354 1.395
Br 0.967 -7.361 1.268
C 0.831 -4.703 -0.096
Br 2.284 -5.574 -1.189
B 0.959 -3.030 -0.082
C 1.582 -2.336 1.271
C 1.828 -0.721 1.185
C 0.502 0.212 1.400
F -0.135 0.595 0.084
F 1.008 1.522 1.958
C -0.592 -0.353 2.482
F -1.393 -1.509 1.953
F 0.204 -0.767 3.697
C -1.638 0.799 3.013
F -1.935 1.869 2.028
F -0.936 1.488 4.160
C -3.042 0.227 3.636
F -3.482 1.255 4.653
F -2.872 -1.038 4.446
C -4.288 0.135 2.557
F -4.882 1.524 2.520
F -3.879 -0.162 1.166
C -5.511 -0.858 3.013
F -6.753 -0.336 2.335
F -5.793 -0.707 4.488
C -5.338 -2.426 2.570
F -5.944 -3.247 3.685
F -3.940 -2.894 2.434
C -6.135 -2.858 1.204
F -7.586 -3.085 1.423
F -5.570 -4.200 0.803
F -5.910 -1.967 0.039
P 0.334 -2.132 -1.653
O 0.576 -3.085 -3.108
Cl -1.819 -2.121 -1.418
H -1.002 -4.477 2.873
H -1.307 -6.280 2.368
H -1.691 -4.875 1.148
H 1.397 -4.970 2.194
H -0.185 -4.911 -0.686
H 0.930 -2.693 2.177
H 2.656 -2.831 1.433
H 2.388 -0.455 0.193
H 2.578 -0.449 2.073
H -0.029 -3.895 -3.101
F 4.574 0.185 -0.234
C 4.395 1.209 -1.079
C 5.088 1.230 -2.285
C 4.898 2.293 -3.168
C 4.026 3.331 -2.829
C 3.340 3.303 -1.614
C 3.521 2.234 -0.737
H 5.767 0.419 -2.528
H 5.429 2.315 -4.117
H 3.882 4.162 -3.516
H 2.664 4.114 -1.351
H 2.989 2.193 0.207
F 4.413 -5.542 1.009
C 5.505 -6.296 0.825
C 5.496 -7.287 -0.150
C 6.635 -8.069 -0.345
C 7.767 -7.857 0.445
C 7.765 -6.863 1.424
C 6.630 -6.074 1.611
H 4.604 -7.443 -0.748
H 6.640 -8.842 -1.110
H 8.654 -8.470 0.295
H 8.647 -6.702 2.040
H 6.615 -5.290 2.362
F -1.571 4.949 -1.980
C -1.529 5.335 -0.698
C -1.777 6.665 -0.375
C -1.738 7.066 0.960
C -1.441 6.135 1.958
C -1.188 4.803 1.623
C -1.238 4.400 0.289
H -1.998 7.376 -1.165
H -1.938 8.102 1.223
H -1.406 6.449 2.999
H -0.953 4.081 2.401
H -1.053 3.367 0.012
F -0.926 10.091 2.169
C -0.757 11.048 1.247
C -0.176 12.257 1.615
C 0.005 13.252 0.654
C -0.408 13.030 -0.662
C -0.995 11.816 -1.020
C -1.165 10.817 -0.062
H 0.131 12.414 2.644
H 0.465 14.197 0.929
H -0.271 13.808 -1.410
H -1.319 11.647 -2.044
H -1.611 9.863 -0.324
F -2.326 -7.144 -3.909
C -2.505 -6.120 -4.754
C -1.812 -6.099 -5.960
C -2.002 -5.036 -6.842
C -2.874 -3.998 -6.504
C -3.560 -4.026 -5.289
C -3.379 -5.095 -4.412
H -1.133 -6.910 -6.202
H -1.471 -5.014 -7.791
H -3.018 -3.167 -7.190
H -4.236 -3.215 -5.026
H -3.911 -5.136 -3.467
```

## Properties
DFT total energy: -9905.89544 Ha
F_max: 5.476 eV/Å
Charge: 0
Structure (SMILES): C[C@@H](Br)[C@H](Br)B(CCC(F)(F)C(F)(F)C(F)(F)C(F)(F)C(F)(F)C(F)(F)C(F)(F)C(F)(F)F)P(O)Cl.Fc1ccccc1.Fc1ccccc1.Fc1ccccc1.Fc1ccccc1.Fc1ccccc1
Lowest unoccupied orbital energy: -1.534 eV

=====

(2)
# C43H35BrF4N4O7PW

A structure of composition C43H35BrF4N4O7PW (ωB97M-V/def2-TZVPD, the Open Molecules 2025 dataset).

Geometry as XYZ:
```
96
C43H35BrF4N4O7PW (ωB97M-V/def2-TZVPD)
W -0.311 -0.028 -0.708
F 5.743 3.741 -1.998
C 4.945 2.886 -1.389
C 5.035 2.694 -0.026
F 5.923 3.369 0.682
C 4.166 1.818 0.607
F 4.301 1.713 1.925
C 3.190 1.112 -0.081
P 2.047 -0.104 0.684
C 1.962 0.105 2.490
C 2.996 -0.337 3.320
C 2.879 -0.248 4.695
C 1.727 0.280 5.265
C 0.700 0.730 4.453
C 0.818 0.642 3.073
C 3.046 -1.643 0.510
C 3.915 -1.802 -0.575
C 4.632 -2.977 -0.748
C 4.507 -4.012 0.166
C 3.667 -3.860 1.258
C 2.941 -2.690 1.428
C 3.132 1.328 -1.459
Br 1.917 0.393 -2.567
C 3.984 2.194 -2.110
F 3.897 2.388 -3.418
H 3.903 -0.745 2.895
H 3.692 -0.586 5.324
H 1.637 0.344 6.342
H -0.193 1.162 4.887
H 0.036 1.056 2.450
H 4.061 -1.007 -1.289
H 5.302 -3.072 -1.592
H 5.072 -4.925 0.036
H 3.577 -4.651 1.991
H 2.310 -2.595 2.300
N -1.477 -0.753 1.003
C -1.662 -2.150 1.499
C -0.344 -2.891 1.652
C -0.121 -3.951 0.580
C -0.365 -3.456 -0.832
N 0.414 -2.221 -1.154
H -1.234 -0.168 1.796
H -2.406 -0.423 0.728
H -2.331 -2.648 0.802
H -2.191 -2.076 2.450
H -0.272 -3.352 2.638
H 0.457 -2.148 1.623
H -0.811 -4.782 0.745
H 0.886 -4.367 0.669
H -1.413 -3.216 -0.991
H -0.089 -4.236 -1.544
H 0.385 -2.135 -2.168
H 1.395 -2.390 -0.938
O -1.661 2.486 -3.724
C -1.699 1.472 -3.075
O -0.795 1.242 -2.129
C -2.724 0.418 -3.292
C -3.625 0.622 -4.328
C -4.587 -0.329 -4.589
C -4.695 -1.471 -3.823
C -3.815 -1.649 -2.775
C -2.777 -0.736 -2.489
O -1.900 -0.997 -1.550
N -4.030 -2.847 -1.952
O -3.712 -2.790 -0.774
O -4.535 -3.812 -2.479
N -5.533 -0.125 -5.700
O -6.354 -0.996 -5.894
O -5.423 0.899 -6.338
H -3.552 1.524 -4.919
H -5.458 -2.206 -4.028
C -5.324 0.352 1.482
C -4.585 0.783 2.578
C -3.409 1.494 2.391
C -2.942 1.765 1.104
C -3.716 1.374 0.013
C -4.896 0.664 0.200
C -1.633 2.427 0.900
C -0.543 1.937 0.287
C 0.555 2.952 0.114
C 1.261 3.437 1.216
C 2.223 4.429 1.077
C 2.500 4.962 -0.173
C 1.788 4.506 -1.275
C 0.826 3.516 -1.138
H -6.240 -0.204 1.630
H -4.932 0.567 3.581
H -2.836 1.829 3.249
H -3.391 1.635 -0.986
H -5.483 0.362 -0.659
H -1.583 3.454 1.266
H 1.048 3.064 2.209
H 2.745 4.792 1.953
H 3.240 5.745 -0.283
H 1.963 4.941 -2.252
H 0.262 3.203 -2.006
```

## Properties
DFT total energy: -5786.84400 Ha
F_max: 0.448 eV/Å
Charge: +1
<S²>: 2.013
Spin multiplicity: 3
Lowest unoccupied orbital energy (alpha / beta): -3.464 / -3.502 eV

=====

(3)
# C43H35N8O2Yb

A structure of composition C43H35N8O2Yb (ωB97M-V/def2-TZVPD, the Open Molecules 2025 dataset).

Geometry as XYZ:
```
89
C43H35N8O2Yb (ωB97M-V/def2-TZVPD)
Yb 0.429 -0.421 0.237
C -0.921 6.163 -2.689
C -0.856 4.945 -1.808
C -1.927 4.569 -1.002
C -1.867 3.428 -0.235
C -0.735 2.592 -0.181
N -0.776 1.423 0.577
C -1.437 1.496 1.799
C -1.318 2.620 2.640
C -1.934 2.699 3.869
C -2.714 1.653 4.359
C -3.346 1.707 5.725
C -2.846 0.539 3.554
C -2.245 0.457 2.296
N -2.476 -0.756 1.576
C -3.659 -1.386 1.461
C -3.406 -2.660 1.002
C -2.018 -2.714 0.862
N -1.462 -1.557 1.205
C 0.357 2.999 -0.973
C 0.262 4.133 -1.782
N 1.632 2.356 -0.970
C 2.814 2.997 -1.075
C 3.803 2.046 -1.152
C 3.132 0.831 -1.066
N 1.816 1.023 -0.966
H -1.570 6.923 -2.255
H -1.321 5.908 -3.673
H 0.069 6.595 -2.836
H -2.830 5.169 -0.994
H -2.726 3.143 0.357
H -0.701 3.441 2.297
H -1.796 3.589 4.473
H -3.656 2.721 5.976
H -2.636 1.376 6.487
H -4.216 1.052 5.777
H -3.426 -0.309 3.901
H -4.586 -0.891 1.697
H -4.120 -3.434 0.785
H -1.403 -3.536 0.533
H 1.103 4.385 -2.417
H 2.883 4.069 -1.054
H 4.865 2.203 -1.218
H 3.546 -0.164 -1.078
O 3.594 2.059 2.014
C 3.346 0.882 2.119
N 4.184 -0.068 2.681
C 3.433 -1.282 3.008
C 2.212 -1.012 2.125
O 1.369 -1.864 1.762
N 2.166 0.246 1.715
C 4.116 -2.572 2.610
C 5.298 -2.567 1.881
C 5.909 -3.766 1.538
C 5.339 -4.971 1.916
C 4.142 -4.978 2.620
C 3.530 -3.784 2.965
C 3.078 -1.222 4.503
C 1.977 -0.501 4.956
C 1.794 -0.282 6.313
C 2.706 -0.777 7.232
C 3.793 -1.516 6.789
C 3.978 -1.738 5.433
H 4.919 0.240 3.296
H 5.732 -1.623 1.579
H 6.834 -3.756 0.974
H 5.824 -5.904 1.660
H 3.685 -5.918 2.903
H 2.594 -3.784 3.508
H 1.257 -0.101 4.251
H 0.940 0.293 6.647
H 2.572 -0.585 8.289
H 4.508 -1.913 7.499
H 4.830 -2.316 5.095
C -0.607 -1.269 -1.816
C 0.729 -1.484 -2.297
C 1.293 -0.707 -3.340
C 2.583 -0.896 -3.764
C 3.408 -1.857 -3.155
C 2.884 -2.631 -2.119
C 1.577 -2.459 -1.704
C 4.755 -2.033 -3.579
N 5.845 -2.174 -3.923
H -1.132 -2.185 -1.552
H -1.213 -0.639 -2.463
H 0.675 0.045 -3.814
H 2.984 -0.294 -4.571
H 3.513 -3.376 -1.646
H 1.172 -3.116 -0.938
```

## Properties
DFT total energy: -3406.95366 Ha
F_max: 0.750 eV/Å
Charge: 0
<S²>: 0.751
Spin multiplicity: 2
Lowest unoccupied orbital energy (alpha / beta): 0.490 / 0.479 eV

=====

(4)
# C43H35NO2ReS4SbTe

A structure of composition C43H35NO2ReS4SbTe (ωB97M-V/def2-TZVPD, the Open Molecules 2025 dataset).

Geometry as XYZ:
```
88
C43H35NO2ReS4SbTe (ωB97M-V/def2-TZVPD)
Re 0.735 -0.782 0.338
C -6.285 -1.851 0.415
C -4.782 -1.851 0.505
C -4.052 -3.041 0.430
C -2.675 -3.057 0.560
C -1.908 -4.335 0.342
O -2.225 -5.046 -0.583
C -0.848 -4.725 1.314
C 0.133 -5.624 0.904
C 1.100 -6.050 1.800
C 1.076 -5.594 3.114
C 0.096 -4.698 3.527
C -0.861 -4.258 2.624
C -2.006 -1.867 0.701
O -0.669 -1.914 0.714
C -2.672 -0.647 0.781
C -4.074 -0.674 0.684
C -1.979 0.634 0.968
N -0.688 0.828 0.882
C -0.228 2.214 1.150
C 1.094 2.350 1.890
Te 2.548 1.123 0.977
C 3.559 2.313 -0.559
C 4.597 1.436 -1.140
C 5.882 1.797 -1.104
C 6.339 3.068 -0.531
C 5.469 3.992 -0.134
C 4.002 3.757 -0.260
C -2.879 1.791 1.263
C -3.458 1.927 2.520
C -4.297 3.002 2.776
C -4.579 3.921 1.774
C -4.016 3.772 0.513
C -3.158 2.711 0.258
H -6.646 -2.703 -0.158
H -6.654 -0.940 -0.055
H -6.728 -1.913 1.410
H -4.561 -3.982 0.256
H 0.109 -5.999 -0.112
H 1.853 -6.760 1.487
H 1.809 -5.957 3.824
H 0.064 -4.362 4.555
H -1.632 -3.569 2.948
H -4.625 0.258 0.725
H -0.963 2.725 1.769
H -0.189 2.753 0.204
H 1.044 1.997 2.920
H 1.422 3.389 1.878
H 4.287 0.502 -1.596
H 6.623 1.136 -1.536
H 7.403 3.241 -0.450
H 5.803 4.931 0.288
H 3.476 4.193 0.591
H -3.255 1.195 3.292
H -4.742 3.114 3.755
H -5.244 4.750 1.973
H -4.246 4.479 -0.272
H -2.721 2.592 -0.728
S 4.115 0.868 2.772
Sb 3.112 -2.536 2.188
S 1.309 -1.041 2.680
S 2.686 -1.920 -0.145
S 5.009 -0.935 2.451
C 3.980 4.267 -2.855
C 3.732 3.462 -3.886
C 2.771 2.351 -3.815
C 2.155 2.008 -2.679
C 2.419 2.826 -1.462
C 3.212 4.156 -1.574
C 1.292 0.826 -2.604
C 0.930 0.001 -1.607
C -0.077 -1.064 -1.922
C -1.424 -0.672 -2.036
C -2.383 -1.545 -2.516
C -2.015 -2.837 -2.871
C -0.684 -3.245 -2.781
C 0.278 -2.370 -2.323
H 4.688 5.081 -2.950
H 4.254 3.616 -4.821
H 2.600 1.769 -4.712
H 1.495 2.983 -0.906
H 2.616 5.059 -1.429
H 0.909 0.532 -3.578
H -1.686 0.351 -1.796
H -3.413 -1.227 -2.609
H -2.764 -3.536 -3.220
H -0.407 -4.246 -3.080
H 1.315 -2.674 -2.293
```

## Properties
DFT total energy: -4043.56244 Ha
F_max: 0.769 eV/Å
Charge: +2
Lowest unoccupied orbital energy (alpha / beta): -7.145 / -7.146 eV

=====

(5)
# C43H36AsN4O3PPd

A structure of composition C43H36AsN4O3PPd in a non-equilibrium geometry (ωB97M-V/def2-TZVPD, the Open Molecules 2025 dataset).

Geometry as XYZ:
```
89
C43H36AsN4O3PPd (ωB97M-V/def2-TZVPD)
Pd -0.245 0.255 2.860
C 7.569 -4.616 4.947
O 7.854 -4.139 3.624
C 6.925 -4.257 2.680
C 5.669 -4.852 2.850
C 4.770 -4.889 1.774
C 5.213 -4.458 0.544
C 6.531 -3.995 0.341
C 7.362 -3.857 1.389
N 4.414 -4.449 -0.603
N 3.213 -4.263 -0.620
C 2.408 -3.740 0.363
C 1.314 -4.473 0.876
C 0.384 -3.861 1.729
C 0.548 -2.554 2.100
O -0.273 -1.927 2.871
C 1.583 -1.778 1.527
N 1.613 -0.488 1.896
C 2.426 0.373 1.241
C 3.289 -0.074 0.278
C 3.385 -1.453 -0.007
C 2.489 -2.333 0.593
H 8.552 -4.362 5.468
H 7.361 -5.702 4.916
H 6.735 -4.025 5.381
H 5.398 -5.421 3.737
H 3.870 -5.378 1.967
H 6.791 -3.821 -0.678
H 8.424 -3.525 1.306
H 1.182 -5.525 0.623
H -0.282 -4.536 2.191
H 2.363 1.393 1.558
H 3.948 0.643 -0.145
H 4.145 -1.881 -0.705
O -2.280 3.425 4.882
C -1.656 2.644 4.296
N -1.023 1.935 3.593
C -2.003 2.107 0.517
C -3.135 2.267 -0.506
As -3.513 4.188 -0.882
C -4.802 4.205 -2.266
C -5.982 3.546 -1.970
C -7.032 3.532 -2.845
C -6.915 4.124 -4.096
C -5.693 4.697 -4.456
C -4.642 4.770 -3.561
C -1.801 4.935 -1.295
C -1.214 4.659 -2.533
C -0.029 5.299 -2.875
C 0.569 6.146 -1.948
C -0.026 6.366 -0.709
C -1.214 5.777 -0.372
P -1.333 0.457 0.656
C -0.497 -0.013 -0.868
C -0.219 -1.349 -1.055
C 0.308 -1.787 -2.291
C 0.638 -0.867 -3.302
C 0.395 0.476 -3.023
C -0.141 0.905 -1.848
C -2.675 -0.715 0.712
C -3.131 -1.114 1.967
C -4.169 -2.012 2.034
C -4.672 -2.569 0.889
C -4.302 -2.107 -0.389
C -3.295 -1.177 -0.492
H -2.309 2.461 1.544
H -1.196 2.804 0.283
H -4.035 1.785 -0.150
H -2.836 1.904 -1.540
H -6.006 2.982 -1.031
H -7.934 2.976 -2.569
H -7.686 4.135 -4.798
H -5.596 5.088 -5.447
H -3.695 5.136 -3.888
H -1.661 3.980 -3.259
H 0.383 5.131 -3.868
H 1.532 6.509 -2.254
H 0.534 6.980 0.060
H -1.686 5.942 0.593
H -0.457 -2.091 -0.336
H 0.482 -2.818 -2.509
H 0.978 -1.176 -4.256
H 0.597 1.268 -3.774
H -0.476 1.976 -1.733
H -2.728 -0.683 2.901
H -4.534 -2.348 3.009
H -5.458 -3.339 0.848
H -4.722 -2.608 -1.257
H -2.936 -0.776 -1.411
```

## Properties
DFT total energy: -4809.23877 Ha
F_max: 3.579 eV/Å
Charge: +2
<S²>: 6.053
Spin multiplicity: 5
Lowest unoccupied orbital energy (alpha / beta): -5.467 / -8.182 eV

=====

- Number 2 is which compound?
  C43H35BrF4N4O7PW